85
Properties=species:S:1:pos:R:3 method="wB97M-V/def2-TZVPD" spin_multiplicity=6 homo_ev="-6.8350 / -6.8683" e_above_lowest_ev=0.000 gap_ev="4.77 / 5.00" charge=0
Fe 0.39486 -1.35379 -0.12257
C -3.42525 3.28000 1.07487
O -2.15251 3.08706 0.49628
C -1.42965 4.18621 0.14510
C -1.80282 5.48979 0.47373
C -1.19984 6.55429 -0.18858
C -0.21661 6.33904 -1.12339
C 0.27680 5.08499 -1.38131
C -0.33684 3.98862 -0.74971
N 0.11113 2.70505 -1.15412
C 0.35805 1.61864 -0.38063
N 0.58189 1.82565 0.92369
C 0.76630 0.87217 1.92588
C 1.06423 -0.47610 1.68667
C 1.50432 -1.16096 2.80645
C 1.43724 -0.61467 4.08685
C 0.89394 0.65676 4.35220
C 0.63950 1.44808 3.23831
O 0.32628 2.78542 3.23798
C 0.70658 3.62072 4.35360
N 0.35253 0.40994 -0.93672
C 0.59319 0.38989 -2.35272
C 1.90050 0.63839 -2.78211
C 2.20819 0.71039 -4.13705
C 1.22006 0.52512 -5.06141
C -0.10865 0.29124 -4.68597
C -0.47863 0.32657 -3.32842
O -1.79534 0.50535 -3.03138
C -2.40971 -0.12450 -1.91427
H -3.84297 2.29749 1.15788
H -4.09835 3.87415 0.42114
H -3.38398 3.73742 2.07035
H -2.49688 5.67557 1.27343
H -1.51038 7.57165 0.03563
H 0.16650 7.17828 -1.69214
H 1.06981 4.96195 -2.09037
H 0.03777 2.50075 -2.17554
H 0.55272 2.76535 1.28348
H 1.95135 -2.13764 2.68689
H 1.85324 -1.22121 4.89060
H 0.79061 1.06063 5.36158
H 0.19759 4.56925 4.22333
H 1.81306 3.77774 4.38109
H 0.34598 3.20079 5.30610
H 2.67992 0.82114 -2.03126
H 3.23614 0.92088 -4.45510
H 1.46757 0.58142 -6.11964
H -0.89112 0.20216 -5.43819
H -3.47568 -0.10783 -2.13050
H -2.20086 0.42018 -0.98868
H -2.14798 -1.17848 -1.77615
Br -4.23815 -0.18124 5.26579
C -3.40416 -1.00077 3.80882
C -3.07107 -0.21912 2.71274
C -2.20174 -0.74739 1.75641
C -1.80858 -2.08671 1.85472
C -2.22806 -2.90274 2.93147
C -3.04862 -2.35741 3.89443
N -0.91567 -2.60547 0.93364
C -0.77501 -3.94402 0.81610
C 0.41314 -4.49112 0.28896
C 0.52451 -5.83841 -0.14049
C 1.67186 -6.23941 -0.81803
C 2.72294 -5.35568 -0.94067
C 2.59611 -4.07678 -0.35009
N 1.46731 -3.63891 0.19184
H -3.43758 0.80031 2.68510
H -1.79634 -0.14995 0.94280
H -1.79013 -3.89697 3.00479
H -3.35426 -2.86262 4.81400
H -1.63002 -4.55136 1.10875
H -0.27484 -6.54440 0.02158
H 1.75816 -7.26259 -1.20056
H 3.62210 -5.63281 -1.47705
H 3.45332 -3.40738 -0.28918
S 0.04020 -2.34187 -2.36371
C 1.58901 -2.57318 -3.13332
S 2.88364 -1.98050 -2.17092
C 1.74289 -3.22331 -4.34421
C 2.92494 -3.20255 -5.12791
N 3.87432 -3.28767 -5.77771
C 0.70307 -3.82574 -5.08423
N -0.08195 -4.32450 -5.77541
O 5.29641 -0.16668 0.85308
O 4.67843 -0.96205 1.44328



84
Properties=species:S:1:pos:R:3 method="wB97M-V/def2-TZVPD" spin_multiplicity=2 homo_ev="-9.6389 / -9.6370" e_above_lowest_ev=0.374 gap_ev="6.53 / 4.47" charge=+1
Fe -1.29886 -0.20359 0.03308
S -3.72868 2.02545 2.98765
C -2.09169 2.23493 3.44425
C -1.22029 1.64022 2.57782
C -1.85603 0.98358 1.47967
C -3.22299 1.11534 1.60376
C -4.06558 0.50923 0.60911
C -5.45835 0.62013 0.52874
C -6.12346 0.05667 -0.53707
C -5.39575 -0.60260 -1.52691
C -4.02888 -0.69077 -1.37690
N -3.36681 -0.17740 -0.33135
H -1.85876 2.78723 4.34202
H -0.14941 1.65802 2.73338
H -5.99215 1.15861 1.30043
H -7.20022 0.13619 -0.61069
H -5.87862 -1.04055 -2.38828
H -3.41608 -1.20423 -2.10725
N 2.13463 1.61795 -2.58823
C 3.40491 1.08674 -2.76890
C 4.50978 1.92842 -2.80168
C 5.76894 1.38284 -2.94156
C 5.94187 -0.00070 -3.04868
C 4.85036 -0.84070 -3.01507
C 3.57525 -0.29677 -2.87976
S 2.19812 -1.32466 -2.75838
N 0.90062 -0.37151 -2.70888
C 0.98348 0.91622 -2.55436
C -0.24358 1.74778 -2.37722
C -0.31558 2.89057 -3.16341
C -1.36744 3.77491 -2.99641
C -2.29182 3.48335 -2.01802
C -2.14837 2.31356 -1.28450
N -1.16244 1.42553 -1.45284
H 2.07972 2.59917 -2.34493
H 4.37537 2.99882 -2.70446
H 6.63070 2.03547 -2.96272
H 6.93582 -0.41371 -3.14725
H 4.97392 -1.91455 -3.07288
H 0.43173 3.06329 -3.92712
H -1.44763 4.66294 -3.60834
H -3.12074 4.14310 -1.80419
H -2.83672 2.10587 -0.48521
Br 3.58365 6.49183 0.79040
C 3.05339 4.68138 0.65317
C 1.71744 4.37902 0.44200
C 1.33554 3.04818 0.34157
C 2.27967 2.03016 0.43694
C 3.61434 2.35588 0.65984
C 4.00732 3.68102 0.77360
C 1.87204 0.58332 0.25041
O 2.78366 -0.24915 0.10737
O 0.64313 0.33396 0.17309
H 0.98506 5.17211 0.37287
H 0.29323 2.78656 0.21904
H 4.33780 1.55483 0.73631
H 5.04164 3.93916 0.95562
C -0.71796 -5.06736 -2.20938
N -0.75170 -3.72378 -2.78968
C -1.13800 -3.59369 -4.19324
C -0.96504 -2.70531 -1.97941
N -1.14662 -1.80957 -1.27719
H -0.25929 -5.73778 -2.93327
H -1.72102 -5.42839 -1.97111
H -0.11367 -5.06025 -1.30531
H -0.40445 -4.10613 -4.81382
H -1.15554 -2.54137 -4.46640
H -2.12434 -4.02827 -4.37352
N -3.38676 -2.71117 1.08641
C -2.32416 -2.46657 1.89534
N -1.27451 -1.76095 1.57724
C -0.30705 -1.88321 2.59418
C 1.01153 -1.44538 2.54483
C 1.83120 -1.63662 3.64330
C 1.36961 -2.27177 4.79495
C 0.08036 -2.77087 4.83833
C -0.72864 -2.58307 3.72830
S -2.32838 -3.21005 3.47098
H -3.46642 -2.11565 0.28193
H -4.25514 -2.96344 1.52841
H 1.40430 -1.00909 1.64260
H 2.85652 -1.29402 3.59302
H 2.02628 -2.40461 5.64399
H -0.28404 -3.30763 5.70406



93
Properties=species:S:1:pos:R:3 method="wB97M-V/def2-TZVPD" homo_ev=-1.6821 e_above_lowest_ev=0.864 gap_ev=4.89 charge=-2
Zr 1.98580 -0.96842 0.64603
C -4.52107 -5.15277 0.17773
C -4.73065 -3.81427 -0.51810
C -5.22672 -4.03043 -1.93885
C -5.43458 -2.70294 -2.64448
C -4.15801 -1.90864 -2.62118
C -3.86686 -0.99494 -3.60662
C -2.68724 -0.25909 -3.55437
F -2.46213 0.63677 -4.53962
C -1.77575 -0.41822 -2.55429
C -2.04588 -1.36197 -1.55432
C -1.05824 -1.56159 -0.48349
O 0.04956 -1.01554 -0.58874
C -1.47126 -2.37159 0.60309
C -2.63990 -3.05207 0.50683
N -3.48983 -3.00693 -0.54386
C -3.23521 -2.10048 -1.57409
C -0.69516 -2.49133 1.89926
O -1.23209 -3.12142 2.80435
O 0.41619 -1.88624 1.93725
H -5.40585 -5.77047 0.01702
H -4.37551 -5.05985 1.25111
H -3.65550 -5.66849 -0.24088
H -5.49362 -3.24305 0.02584
H -6.15674 -4.59951 -1.89394
H -4.49259 -4.63423 -2.48158
H -6.23007 -2.14672 -2.13624
H -5.75969 -2.85044 -3.67562
H -4.55592 -0.83327 -4.42713
H -0.86816 0.17248 -2.50577
H -2.89848 -3.67686 1.34907
N 3.36612 5.32727 -5.57789
C 2.87145 4.61742 -4.46471
C 1.50393 4.58240 -4.20752
C 1.01922 3.90322 -3.10148
C 1.90030 3.27821 -2.23969
C 3.26750 3.30881 -2.47851
C 3.74782 3.97716 -3.59078
S 1.29548 2.41675 -0.81873
O 1.89815 3.06792 0.31623
O -0.15210 2.42852 -0.90416
N 1.90391 0.92555 -0.88718
C 1.94282 0.19141 -2.03307
N 1.58658 0.63470 -3.24349
C 1.81360 -0.21438 -4.24375
C 2.34218 -1.48219 -4.07838
C 2.57774 -1.88384 -2.76917
N 2.36858 -1.05724 -1.77071
H 2.71594 5.35586 -6.34829
H 4.26295 4.98719 -5.88885
H 0.81817 5.07908 -4.88608
H -0.04253 3.83562 -2.90781
H 3.94941 2.78686 -1.82272
H 4.81387 3.99057 -3.78956
H 1.53775 0.14188 -5.23264
H 2.52249 -2.13756 -4.91737
H 2.91789 -2.87647 -2.49170
S 5.83196 -3.78127 1.58630
Sb 3.65069 -3.60132 2.19386
S 2.35465 -3.45213 0.14649
S 3.21175 -1.37192 2.99686
S 2.71019 -5.10621 3.62041
O 1.06261 0.69318 1.84847
S 1.19391 0.86837 3.36157
C 0.41808 2.46606 3.62227
C 0.56283 3.04349 4.87487
C -0.01469 4.27800 5.12562
C -0.71886 4.92973 4.11965
C -0.84130 4.34676 2.86557
C -0.27033 3.10744 2.60611
C -0.07783 -0.10095 4.17512
C 0.34097 -1.12679 5.00326
C -0.61498 -1.88101 5.67137
C -1.96084 -1.61170 5.49704
C -2.37000 -0.59796 4.63561
C -1.42738 0.16425 3.96930
H 1.12097 2.52632 5.64737
H 0.09339 4.73567 6.10101
H -1.16197 5.89922 4.31228
H -1.37343 4.85953 2.07447
H -0.33580 2.65381 1.62645
H 1.39455 -1.37148 5.06227
H -0.29744 -2.70965 6.28973
H -2.70210 -2.21886 6.00249
H -3.42506 -0.40859 4.47771
H -1.73164 0.95185 3.29234
Cl 6.27746 0.76729 2.06206
C 5.03382 1.58384 1.09262
Cl 5.61949 3.19622 0.59667
C 4.64874 0.67116 -0.10722
O 5.03976 0.93047 -1.22474
O 4.01576 -0.36795 0.29630
H 4.16402 1.74289 1.72210



79
Properties=species:S:1:pos:R:3 method="wB97M-V/def2-TZVPD" spin_multiplicity=3 homo_ev="-8.0261 / -8.0245" e_above_lowest_ev=0.648 gap_ev="5.38 / 5.13" charge=0
Mo -0.06002 -0.02768 0.03295
C 2.24077 -4.56972 1.77508
C 0.75720 -4.66523 2.07918
C 0.37822 -5.92255 2.83007
O 0.02759 -4.58592 0.84498
C -0.85946 -3.48281 0.90202
C -0.12975 -2.58634 1.91643
O 0.31812 -3.54311 2.84110
C -0.88425 -1.43536 2.62531
O -0.89127 -0.37232 1.68104
C -2.32082 -1.80246 2.96169
C -3.37007 -0.96920 2.60332
C -4.67847 -1.31680 2.90789
C -4.95036 -2.49603 3.57985
C -3.90337 -3.32532 3.95780
C -2.59727 -2.98107 3.65537
C -0.08570 -0.94482 3.83423
C -0.65019 -0.83265 5.09509
C 0.10069 -0.35207 6.16103
C 1.41874 0.02168 5.97626
C 1.98982 -0.07925 4.71432
C 1.24074 -0.55706 3.65599
C -1.18416 -2.90140 -0.51876
O -0.45616 -1.68211 -0.64273
C -0.82161 -3.78247 -1.71273
C -0.62977 -3.15157 -2.94154
C -0.37744 -3.88456 -4.08764
C -0.33405 -5.26997 -4.02768
C -0.55965 -5.90446 -2.81828
C -0.80324 -5.17105 -1.66717
C -2.68929 -2.58963 -0.60091
C -3.21388 -1.31822 -0.76173
C -4.58572 -1.11223 -0.82005
C -5.45400 -2.18126 -0.70670
C -4.94021 -3.46083 -0.54404
C -3.57255 -3.66242 -0.49995
H 2.54829 -5.40905 1.15446
H 2.81086 -4.58381 2.70187
H 2.46149 -3.65099 1.23410
H 0.69013 -6.80132 2.26946
H -0.70119 -5.95283 2.96924
H 0.86297 -5.93643 3.80442
H -1.81358 -3.79816 1.33886
H 0.74753 -2.13304 1.41451
H -3.16502 -0.04612 2.07942
H -5.48643 -0.66031 2.61532
H -5.97057 -2.76643 3.81510
H -4.10413 -4.24284 4.49418
H -1.78427 -3.62214 3.96566
H -1.68085 -1.11440 5.25614
H -0.35568 -0.26734 7.13756
H 2.00118 0.39605 6.80713
H 3.01717 0.21813 4.55657
H 1.70432 -0.61891 2.67614
H -0.70746 -2.07309 -3.01350
H -0.22621 -3.37193 -5.02722
H -0.13436 -5.84878 -4.91829
H -0.54089 -6.98418 -2.76186
H -0.95906 -5.69346 -0.73704
H -2.57327 -0.44762 -0.86010
H -4.96778 -0.10925 -0.95150
H -6.52270 -2.02368 -0.75136
H -5.60608 -4.30877 -0.45862
H -3.19018 -4.66899 -0.38427
O 3.69599 1.42999 -5.79147
C 3.34827 2.29843 -4.97142
O 3.53880 3.50986 -4.90889
C 2.57952 1.70204 -3.74904
C 2.39756 0.32805 -3.62490
C 1.70320 -0.19178 -2.54918
N 1.17707 0.60592 -1.60794
C 1.37561 1.94048 -1.70824
C 2.06078 2.52209 -2.74532
C 0.79175 2.70821 -0.55725
O 0.88084 3.87508 -0.36937
O 0.14161 1.84690 0.30237
H 2.80829 -0.31400 -4.39303
H 1.54559 -1.25778 -2.41828
H 2.20522 3.59415 -2.78680



82
Properties=species:S:1:pos:R:3 method="wB97M-V/def2-TZVPD" homo_ev=-0.9775 e_above_lowest_ev=0.000 gap_ev=4.98 charge=-2
Pd 17.69353 7.19264 10.08785
C 24.00058 10.71229 10.45629
C 23.27266 9.40056 10.27794
C 23.81234 8.20281 10.78686
C 23.14763 6.98682 10.63158
C 21.90055 6.99235 9.97491
C 21.35858 8.16144 9.41237
C 22.03544 9.36184 9.61680
S 20.95069 5.52358 9.68773
O 20.73229 5.39327 8.27447
O 21.50513 4.42965 10.45173
N 19.45005 5.92407 10.32392
C 19.25770 5.84095 11.66492
C 20.30158 5.71425 12.66130
C 19.91020 5.65374 13.98477
C 18.52823 5.70313 14.33060
C 17.58722 5.88378 13.30684
N 17.93753 5.94849 12.01185
H 24.60672 10.68276 11.37541
H 23.29479 11.55619 10.51847
H 24.70970 10.90925 9.61440
H 24.77086 8.22942 11.30821
H 23.57492 6.04534 11.00907
H 20.42305 8.09860 8.83941
H 21.62917 10.30848 9.24122
H 21.32415 5.59640 12.30363
H 20.65051 5.52191 14.77389
H 18.19951 5.62634 15.36116
H 16.51443 5.89173 13.50565
Se 11.42988 9.28544 9.15152
P 11.69887 7.25808 9.69950
C 10.87585 6.82966 11.22872
C 10.82753 5.47644 11.65114
C 10.16922 5.16057 12.83585
C 9.57768 6.14665 13.63317
C 9.63412 7.48108 13.21161
C 10.28084 7.83084 12.01661
C 10.94233 6.28852 8.38793
C 11.58381 6.34530 7.14728
C 11.02420 5.68130 6.05255
C 9.83474 4.96250 6.18096
C 9.19590 4.93419 7.43236
C 9.72753 5.59773 8.54339
C 13.35154 6.54044 9.78937
C 14.69796 6.85570 9.93680
N 15.39884 5.66283 9.82291
N 14.53839 4.64746 9.66105
N 13.28334 5.11393 9.63828
P 15.76871 8.32517 10.10208
Se 18.24060 9.48345 9.58243
C 15.33098 9.03673 11.67080
C 16.32999 9.46918 12.55074
C 15.96233 10.09073 13.75135
C 14.61932 10.25890 14.08812
C 13.63405 9.80750 13.19813
C 13.97549 9.21410 11.98408
C 15.23093 9.35334 8.77389
C 14.72944 10.64365 9.00804
C 14.32221 11.39767 7.90448
C 14.38143 10.88703 6.60271
C 14.88831 9.59249 6.40515
C 15.31031 8.81294 7.48294
H 11.30363 4.69247 11.05080
H 10.11179 4.11695 13.14215
H 9.09592 5.87391 14.57549
H 9.18309 8.25889 13.82592
H 10.34826 8.88215 11.69054
H 12.49952 6.94738 7.03149
H 11.53777 5.74644 5.09503
H 9.40544 4.42984 5.32578
H 8.25912 4.37637 7.54542
H 9.19605 5.57686 9.50056
H 17.38300 9.32924 12.27552
H 16.75027 10.38880 14.45323
H 14.35401 10.74783 15.03136
H 12.57697 9.91987 13.43234
H 13.19534 8.98611 11.24384
H 14.64946 11.06812 10.02230
H 13.94717 12.41292 8.07552
H 14.05818 11.49112 5.76110
H 14.99245 9.18017 5.39773
H 15.70440 7.80347 7.33521



no.,electronic energy (Ha)
1,-6859.97881
2,-7087.30670
3,-6039.48109
4,-2191.52500
5,-7902.63234